[1]
DFT (the ωB97M-V functional and the def2-TZVPD basis) results for 7 unconnected molecules or ions with the total composition C11H36O7.

The value obtained for the gap between HOMO and LUMO is 9.75 eV. As for the multiplicity: 1. Its energy above the lowest of the compared OMol25 structures with the same formula, charge and spin is 10.4 kcal/mol. Its HOMO energy is -9.57 eV. The structure (SMILES) is CC(C)O.CC(C)O.CO.CO.CO.CO.CO.

Geometry (Å):
C -1.805 0.862 -3.347
O -0.754 1.257 -4.193
H -1.927 1.530 -2.487
H -2.742 0.852 -3.909
H -1.665 -0.160 -2.956
H -0.089 1.683 -3.640
C -3.659 -0.040 0.116
O -4.906 -0.695 0.224
H -2.873 -0.520 0.709
H -3.330 -0.104 -0.922
H -3.704 1.018 0.399
H -5.207 -0.650 1.136
C 0.027 -0.167 0.460
O 0.469 1.186 0.514
H -0.749 -0.376 1.200
H -0.389 -0.340 -0.531
H 0.853 -0.873 0.592
H 0.635 1.394 1.444
C 1.875 -1.518 -3.567
O 1.029 -0.976 -2.578
H 2.900 -1.123 -3.496
H 1.897 -2.595 -3.427
H 1.519 -1.289 -4.579
H 1.070 -0.013 -2.654
C 1.666 0.771 3.692
O 0.556 1.625 3.360
H 2.480 0.867 2.964
H 2.045 0.972 4.691
H 1.307 -0.253 3.616
H 0.794 2.534 3.564
C -1.370 -3.302 4.611
C -1.375 -2.438 3.368
C -1.791 -3.155 2.097
O -2.313 -1.327 3.540
H -0.866 -2.799 5.436
H -0.867 -4.243 4.395
H -2.401 -3.508 4.903
H -0.396 -1.956 3.270
H -1.239 -2.673 1.280
H -2.848 -3.031 1.885
H -1.486 -4.199 2.058
H -1.821 -0.522 3.729
C 3.392 1.843 -1.359
C 2.292 2.604 -2.073
C 2.625 2.886 -3.511
O 1.062 1.864 -2.060
H 3.142 1.641 -0.318
H 4.326 2.413 -1.376
H 3.606 0.898 -1.869
H 2.125 3.554 -1.548
H 1.918 3.589 -3.960
H 2.552 1.978 -4.121
H 3.631 3.286 -3.631
H 0.778 1.737 -1.141


[2]
DFT (the ωB97M-V functional and the def2-TZVPD basis) results for 3 unconnected molecules or ions with the total composition C11H23B2F3O7.

The value obtained for the gap between HOMO and LUMO is 9.70 eV. As for the multiplicity: 1. Its HOMO energy is -9.66 eV. The structure (SMILES) is CCB(O)BCCC(F)(F)F.COC(=O)OC.COC(=O)OC.

Geometry (Å):
C 3.558 0.800 1.024
C 2.944 1.407 -0.246
B 1.756 2.403 0.007
O 1.359 3.187 -1.063
B 0.947 2.576 1.484
C 0.075 1.495 2.215
C -0.232 0.218 1.439
C -1.480 0.320 0.615
F -1.348 1.231 -0.395
F -1.783 -0.877 0.029
F -2.569 0.694 1.342
H 2.854 0.133 1.510
H 3.894 1.556 1.723
H 4.421 0.195 0.774
H 2.514 0.598 -0.835
H 3.733 1.868 -0.830
H 0.420 3.353 -1.004
H 1.033 3.640 2.032
H 0.619 1.229 3.121
H -0.844 1.964 2.557
H 0.568 -0.088 0.776
H -0.393 -0.608 2.123
C -2.255 2.451 -3.200
O -1.317 3.171 -4.005
C -0.628 2.410 -4.850
O -0.734 1.220 -4.975
O 0.199 3.196 -5.534
C 1.013 2.504 -6.482
H -2.731 3.187 -2.558
H -3.010 1.972 -3.821
H -1.750 1.709 -2.596
H 0.397 2.009 -7.229
H 1.649 1.775 -5.982
H 1.630 3.259 -6.959
C -0.033 -5.776 4.984
O -1.295 -5.473 4.386
C -1.217 -4.679 3.321
O -0.208 -4.221 2.857
O -2.448 -4.474 2.865
C -2.507 -3.642 1.704
H -0.248 -6.423 5.829
H 0.611 -6.297 4.279
H 0.455 -4.869 5.333
H -1.969 -4.099 0.876
H -2.094 -2.660 1.917
H -3.556 -3.543 1.446


[3]
DFT (the ωB97M-V functional and the def2-TZVPD basis) results for a molecular structure, C23H39BrClIrN2O8Si.

The value obtained for the gap between HOMO and LUMO (spin up / spin down) is 6.10 / 6.09 eV. As for the multiplicity: 1. Its energy above the lowest of the compared OMol25 structures with the same formula, charge and spin is 0.0 kcal/mol. Its HOMO energy (spin up / spin down) is -2.21 / -2.20 eV. Its total charge is -2.

Geometry (Å):
Ir 0.195 1.113 -1.061
O 5.443 -2.995 0.944
C 5.502 -1.751 0.966
O 6.422 -0.996 1.343
C 4.227 -1.022 0.466
C 4.154 0.365 0.476
C 3.016 1.007 0.025
N 1.961 0.326 -0.432
C 2.012 -1.019 -0.452
C 3.121 -1.715 -0.012
C 0.773 -1.705 -0.995
O 0.708 -2.922 -1.030
O -0.160 -0.895 -1.392
H 5.005 0.923 0.841
H 2.894 2.081 -0.006
H 3.124 -2.795 -0.042
O -3.244 3.296 -1.747
Cl -3.059 1.895 -1.490
O -1.704 1.500 -1.967
O -3.996 1.130 -2.259
O -3.181 1.615 -0.093
C -5.782 -2.516 2.439
C -5.663 -2.508 0.908
C -6.816 -3.349 0.341
C -5.865 -1.048 0.468
Si -3.942 -3.174 0.343
Br -2.487 -1.556 0.822
C -3.844 -3.465 -1.554
C -2.391 -3.438 -2.054
C -4.479 -4.806 -1.960
C -4.572 -2.346 -2.310
C -3.358 -4.703 1.363
C -2.950 -4.313 2.793
C -4.441 -5.789 1.451
C -2.104 -5.318 0.722
H -6.726 -2.036 2.722
H -4.972 -1.952 2.907
H -5.790 -3.524 2.856
H -7.768 -2.948 0.709
H -6.761 -4.396 0.648
H -6.851 -3.317 -0.748
H -6.830 -0.698 0.856
H -5.876 -0.919 -0.613
H -5.087 -0.393 0.858
H -1.744 -4.183 -1.598
H -1.912 -2.471 -1.896
H -2.402 -3.630 -3.135
H -3.926 -5.660 -1.564
H -4.456 -4.888 -3.053
H -5.521 -4.903 -1.646
H -4.193 -1.358 -2.052
H -5.653 -2.356 -2.151
H -4.400 -2.486 -3.383
H -3.758 -3.864 3.367
H -2.113 -3.616 2.785
H -2.628 -5.218 3.323
H -5.303 -5.466 2.039
H -4.022 -6.673 1.947
H -4.802 -6.103 0.471
H -1.305 -4.585 0.589
H -2.310 -5.769 -0.249
H -1.726 -6.111 1.378
C -0.830 4.205 0.372
C 0.310 4.119 -0.642
C 1.454 5.030 -0.166
C -0.141 4.586 -2.032
N 0.842 2.775 -0.750
H -1.175 5.239 0.466
H -0.476 3.870 1.350
H -1.673 3.583 0.088
H 1.124 6.071 -0.080
H 2.287 4.980 -0.871
H 1.814 4.698 0.810
H -0.449 5.636 -1.996
H -0.974 3.989 -2.388
H 0.690 4.492 -2.735


[4]
DFT (the ωB97M-V functional and the def2-TZVPD basis) results for a molecular structure, C58H47N3P3S3TeV.

The value obtained for the gap between HOMO and LUMO (spin up / spin down) is 5.65 / 5.68 eV. As for the multiplicity: 1. Its HOMO energy (spin up / spin down) is -12.52 / -12.54 eV. Its total charge is +2.

Geometry (Å):
V -0.115 0.037 -0.914
Te -2.518 -1.153 1.636
C -2.265 -2.784 2.999
C -2.479 -2.624 4.358
C -2.247 -3.714 5.191
N -1.828 -4.891 4.745
C -1.637 -5.042 3.441
C -1.843 -4.019 2.524
C -0.582 -1.643 0.791
P 0.635 -0.419 1.264
C 2.268 -1.158 1.473
C 2.435 -2.495 1.816
C 3.710 -2.982 2.059
C 4.808 -2.138 1.966
C 4.639 -0.799 1.642
C 3.370 -0.307 1.394
C 0.216 0.185 2.919
C -0.330 1.460 3.060
C -0.686 1.919 4.315
C -0.484 1.112 5.428
C 0.078 -0.149 5.288
C 0.432 -0.620 4.034
P -0.518 -2.259 -0.886
C -2.048 -3.146 -1.264
C -2.087 -4.538 -1.328
C -3.299 -5.183 -1.514
C -4.471 -4.452 -1.645
C -4.430 -3.065 -1.637
C -3.222 -2.414 -1.459
C 0.839 -3.399 -1.221
C 1.542 -3.210 -2.411
C 2.537 -4.104 -2.772
C 2.828 -5.183 -1.950
C 2.110 -5.385 -0.778
C 1.112 -4.499 -0.411
H -2.814 -1.681 4.769
H -2.392 -3.631 6.262
H -1.310 -6.023 3.115
H -1.691 -4.189 1.466
H 1.570 -3.138 1.915
H 3.847 -4.021 2.329
H 5.799 -2.525 2.162
H 5.495 -0.138 1.594
H 3.216 0.738 1.149
H -0.482 2.072 2.179
H -1.110 2.907 4.438
H -0.754 1.476 6.410
H 0.248 -0.762 6.163
H 0.867 -1.606 3.926
H -1.181 -5.120 -1.226
H -3.325 -6.263 -1.560
H -5.416 -4.963 -1.768
H -5.336 -2.490 -1.772
H -3.188 -1.332 -1.491
H 1.293 -2.372 -3.053
H 3.083 -3.963 -3.696
H 3.610 -5.877 -2.229
H 2.323 -6.246 -0.157
H 0.540 -4.666 0.494
S -1.608 0.250 -5.233
C 0.098 0.393 -5.255
C 0.594 0.307 -4.001
N -0.359 0.139 -3.019
C -1.563 0.090 -3.546
H 0.634 0.533 -6.179
H 1.639 0.323 -3.746
H -2.466 -0.059 -2.979
N 1.536 0.311 -1.196
C 2.586 0.954 -1.538
C 2.500 2.428 -1.708
C 3.011 3.009 -2.870
C 2.921 4.378 -3.050
C 2.359 5.172 -2.060
C 1.874 4.594 -0.896
C 1.912 3.221 -0.730
C 3.889 0.300 -1.745
C 3.948 -1.070 -2.011
C 5.167 -1.703 -2.147
C 6.345 -0.983 -1.991
C 6.297 0.373 -1.694
C 5.077 1.019 -1.581
H 3.467 2.385 -3.628
H 3.313 4.832 -3.951
H 2.299 6.244 -2.199
H 1.484 5.217 -0.104
H 1.531 2.767 0.178
H 3.023 -1.621 -2.111
H 5.201 -2.763 -2.364
H 7.299 -1.483 -2.092
H 7.212 0.927 -1.536
H 5.047 2.073 -1.341
S -3.060 2.951 -2.977
P -2.814 3.096 -1.047
S -1.728 1.409 -0.378
C -4.310 2.923 -0.039
C -4.872 4.046 0.562
C -6.021 3.906 1.325
C -6.604 2.658 1.485
C -6.058 1.544 0.859
C -4.914 1.675 0.092
C -2.015 4.619 -0.489
C -1.689 4.803 0.854
C -1.171 6.019 1.266
C -1.016 7.055 0.350
C -1.359 6.874 -0.982
C -1.841 5.645 -1.411
H -4.422 5.021 0.432
H -6.462 4.776 1.791
H -7.494 2.553 2.092
H -6.529 0.575 0.963
H -4.497 0.810 -0.411
H -1.867 4.011 1.572
H -0.900 6.168 2.303
H -0.628 8.010 0.681
H -1.257 7.685 -1.690
H -2.100 5.484 -2.450


[5]
DFT (the ωB97M-V functional and the def2-TZVPD basis) results for 2 unconnected molecules or ions with the total composition CH3NO4S.

The value obtained for the gap between HOMO and LUMO is 10.63 eV. As for the multiplicity: 1. Its energy above the lowest of the compared OMol25 structures with the same formula, charge and spin is 41.7 kcal/mol. Its HOMO energy is -11.16 eV.

Geometry (Å):
C 0.012 -0.299 -0.136
N -0.973 -2.379 0.366
O -2.037 -1.756 0.366
O -3.199 0.632 -1.263
O -2.602 1.090 1.027
O 0.085 -1.654 0.310
S -3.300 0.206 0.090
H -0.701 -0.295 -0.972
H 1.029 0.027 -0.380
H -0.654 0.292 0.676


[6]
DFT (the ωB97M-V functional and the def2-TZVPD basis) results for a molecular structure, C46H52IrN4.

The value obtained for the gap between HOMO and LUMO is 5.97 eV. As for the multiplicity: 1. Its energy above the lowest of the compared OMol25 structures with the same formula, charge and spin is 0.0 kcal/mol. Its HOMO energy is -3.37 eV. Its total charge is -1.

Geometry (Å):
Ir -1.062 0.978 0.436
C -3.227 1.363 -1.928
N -2.861 2.001 -0.659
C -2.603 3.425 -0.911
C -3.993 1.879 0.288
C -3.966 0.511 0.909
C -5.114 -0.148 1.326
C -5.019 -1.359 1.996
C -3.764 -1.904 2.232
C -2.619 -1.254 1.793
C -2.685 -0.031 1.121
H -4.142 1.818 -2.333
H -3.398 0.304 -1.767
H -2.419 1.479 -2.649
H -3.529 3.927 -1.225
H -1.864 3.529 -1.707
H -2.228 3.893 -0.005
H -4.941 2.108 -0.220
H -3.835 2.622 1.072
H -6.087 0.292 1.134
H -5.913 -1.873 2.327
H -3.675 -2.849 2.755
H -1.655 -1.718 1.966
C 1.222 4.051 0.260
C 2.443 3.320 0.819
C 3.120 2.480 -0.267
C 2.183 2.572 2.122
C 2.811 3.078 3.257
C 2.648 2.498 4.504
C 1.836 1.388 4.630
C 1.198 0.839 3.524
C 0.298 -0.362 3.710
C 1.052 -1.565 4.279
C -0.901 0.003 4.588
C 1.383 1.424 2.267
N 0.803 0.807 1.116
C 1.518 -0.222 0.562
C 0.967 -0.821 -0.557
N -0.253 -0.377 -0.968
C -0.673 -0.832 -2.248
C -0.162 -0.192 -3.394
C -0.607 -0.593 -4.648
C -1.508 -1.637 -4.786
C -1.950 -2.307 -3.658
C -1.543 -1.924 -2.382
C -1.982 -2.743 -1.185
C -3.498 -2.930 -1.107
C -1.291 -4.110 -1.192
C 0.867 0.919 -3.290
C 2.067 0.675 -4.209
C 0.244 2.290 -3.564
C 1.917 -1.830 -1.077
C 1.972 -2.698 -2.138
C 3.122 -3.530 -2.280
C 4.177 -3.487 -1.404
C 4.150 -2.584 -0.301
C 5.169 -2.400 0.681
C 5.001 -1.464 1.669
C 3.833 -0.651 1.772
C 2.831 -0.822 0.848
C 3.025 -1.794 -0.179
H 1.534 4.713 -0.554
H 0.724 4.644 1.027
H 0.492 3.345 -0.134
H 3.159 4.101 1.099
H 2.414 1.788 -0.724
H 3.951 1.897 0.132
H 3.507 3.136 -1.051
H 3.433 3.960 3.156
H 3.140 2.921 5.371
H 1.689 0.939 5.605
H -0.075 -0.637 2.725
H 1.442 -1.353 5.277
H 1.890 -1.847 3.639
H 0.382 -2.424 4.359
H -0.570 0.310 5.583
H -1.570 -0.853 4.703
H -1.467 0.825 4.149
H -0.242 -0.083 -5.531
H -1.849 -1.939 -5.768
H -2.618 -3.152 -3.769
H -1.659 -2.209 -0.294
H -3.868 -3.498 -1.964
H -4.026 -1.978 -1.069
H -3.762 -3.478 -0.201
H -1.639 -4.719 -2.030
H -1.514 -4.649 -0.269
H -0.208 -4.008 -1.272
H 1.235 0.931 -2.266
H 1.803 0.806 -5.260
H 2.466 -0.331 -4.080
H 2.862 1.387 -3.976
H -0.271 2.304 -4.528
H 1.013 3.066 -3.578
H -0.473 2.547 -2.781
H 1.170 -2.768 -2.863
H 3.158 -4.219 -3.116
H 5.032 -4.137 -1.550
H 6.073 -2.997 0.642
H 5.785 -1.331 2.406
H 3.757 0.081 2.566
N -1.720 3.128 2.630
C -1.474 2.318 1.837


[7]
DFT (the ωB97M-V functional and the def2-TZVPD basis) results for a molecular structure, C24H31Br36IO3.

The value obtained for the gap between HOMO and LUMO is 8.53 eV. As for the multiplicity: 1. Its HOMO energy is -9.14 eV.

Geometry (Å):
C -3.598 4.693 0.438
C -2.524 3.931 -0.116
C -1.421 3.174 -1.120
C -2.221 2.034 -1.934
C -1.662 0.523 -1.949
C -0.729 0.038 -0.685
I -0.371 -2.139 -1.116
C -1.107 0.395 0.779
C -2.762 0.016 1.285
C -3.496 -1.345 0.496
O -3.899 0.234 0.233
O 0.582 0.587 -1.053
C 1.489 0.959 -0.017
C 2.177 -0.285 0.864
O 2.516 0.358 2.178
C 3.709 1.209 2.044
H -4.603 5.326 0.572
H -0.538 2.845 -0.439
H -0.990 4.014 -1.852
H -2.282 2.397 -3.071
H -3.362 2.017 -1.580
H -2.583 -0.199 -2.173
H -0.972 0.407 -2.918
H -0.527 -0.294 1.562
H -1.019 1.486 1.190
H -3.028 0.174 2.508
H -4.567 -1.445 1.014
H -3.332 -1.534 -0.639
H 1.184 1.880 0.680
H 2.451 1.398 -0.585
H 1.431 -1.140 1.127
H 3.172 -0.638 0.341
H 4.231 1.166 0.997
H 3.456 2.350 2.277
H 4.525 0.893 2.849
C -2.513 -4.117 3.700
Br -1.581 -2.525 4.316
Br -4.441 -3.948 3.895
Br -2.008 -4.595 1.883
H -2.198 -4.943 4.347
C 5.754 1.131 -2.108
Br 4.404 -0.233 -1.789
Br 5.688 2.541 -0.770
Br 7.535 0.365 -2.266
H 5.518 1.594 -3.072
C -7.050 -1.852 6.851
Br -5.644 -2.859 7.742
Br -6.375 -0.877 5.309
Br -8.566 -2.980 6.389
H -7.412 -1.107 7.567
C 5.645 -2.331 4.064
Br 5.827 -4.237 4.409
Br 7.044 -1.300 4.940
Br 5.547 -1.946 2.160
H 4.693 -2.016 4.503
C -1.046 4.505 -5.404
Br 0.359 3.498 -4.513
Br -0.372 5.480 -6.947
Br -2.563 3.378 -5.866
H -1.409 5.251 -4.688
C 9.080 -4.026 1.101
Br 10.163 -3.628 2.667
Br 7.630 -5.255 1.517
Br 8.431 -2.408 0.238
H 9.732 -4.532 0.382
C -10.933 -6.124 4.288
Br -11.362 -6.810 6.057
Br -12.101 -4.654 3.779
Br -9.055 -5.643 4.134
H -11.115 -6.937 3.577
C 7.345 4.773 -3.658
Br 5.652 5.422 -4.362
Br 8.386 3.846 -5.014
Br 8.367 6.192 -2.806
H 7.107 4.039 -2.880
C -0.731 3.502 -10.710
Br -0.675 2.664 -12.464
Br -2.412 4.434 -10.406
Br -0.340 2.233 -9.288
H 0.061 4.258 -10.691
C 3.879 -2.011 7.831
Br 2.836 -3.401 8.705
Br 3.038 -1.402 6.186
Br 4.268 -0.533 9.035
H 4.839 -2.458 7.553
C -1.379 -1.310 8.138
Br -1.808 -1.996 9.907
Br -2.547 0.160 7.629
Br 0.500 -0.829 7.984
H -1.560 -2.123 7.428
C -3.990 0.572 -14.568
Br -2.511 -0.667 -14.320
Br -4.418 1.526 -12.928
Br -3.675 1.788 -16.053
H -4.869 -0.028 -14.827


One value per record, in order, for F_max: 0.0243 0.0188 0.0102 0.0482 0.0748 0.0146 0.1938 hartree/bohr.